## w
Entry from the Open Molecules 2025 dataset: a cluster of 2 separate species, C2H8N2 in total (ωB97M-V/def2-TZVPD).

Values from the calculation:
Structure (SMILES): C=CN.N
Kohn-Sham gap in eV: 9.31
LUMO energy in eV: 1.0

Structure (ORCA input):
```
! RIJCOSX wB97M-V def2-TZVPD def2/J DEFGRID3
* xyz 0 1
N -0.2027 2.5790 -2.1327
C 0.4226 -0.6939 0.9098
H -0.1930 0.0045 2.8018
N 0.0585 -1.5358 -0.1645
H -0.8233 -1.6861 2.1962
H 0.9450 0.2415 0.7462
H -0.2567 -2.4374 0.1078
H -1.1147 2.8863 -2.4077
C -0.2154 -0.7946 2.0810
H 0.6915 -1.5069 -0.9418
H 0.4344 2.5308 -2.8974
H -0.2454 1.6606 -1.7003
*
```


## x
Entry from the Open Molecules 2025 dataset: a cluster of 2 separate species, C2H8N2 in total (ωB97M-V/def2-TZVPD).

Values from the calculation:
Structure (SMILES): C=NC.N
Kohn-Sham gap in eV: 10.84
LUMO energy in eV: 1.1

Structure (ORCA input):
```
! RIJCOSX wB97M-V def2-TZVPD def2/J DEFGRID3
* xyz 0 1
H 1.8217 1.8218 -0.5608
H -3.5424 -1.7624 2.6328
H 3.5506 1.3702 -0.5485
H 2.3174 0.1758 -0.1729
H -4.9167 -0.8118 2.7738
H -3.9866 -1.0464 4.1323
H 1.4465 -0.2020 -3.6906
N 2.5121 0.7233 -2.2270
H 0.7078 -0.3520 -2.0240
C 2.5554 1.0421 -0.8032
N -3.9966 -1.0104 3.1197
C 1.5309 0.0517 -2.6316
*
```


## y
Entry from the Open Molecules 2025 dataset: a cluster of 2 separate species, C2H8N2 in total (ωB97M-V/def2-TZVPD).

Values from the calculation:
Structure (SMILES): C=NC.N
Kohn-Sham gap in eV: 10.49
LUMO energy in eV: 1.2

Structure (ORCA input):
```
! RIJCOSX wB97M-V def2-TZVPD def2/J DEFGRID3
* xyz 0 1
H -5.1776 1.8534 -1.4374
N 1.6198 -0.2528 0.0587
H 1.6082 -2.2200 -0.5791
H -3.9309 0.8141 -1.7538
H 3.1315 -1.6775 0.2025
H 1.7331 -2.0697 1.1781
H 1.9882 1.6193 0.6486
H -5.0114 0.5369 -0.5872
N -4.4564 1.2740 -1.0166
C 1.9060 0.5837 0.9577
C 2.0469 -1.6386 0.2237
H 2.1502 0.3655 2.0008
*
```


Energy ordering: w at the bottom, the next structure 19.3 kJ/mol above.